Formula: C3H3ClS2
Source: the OMol25 dataset
Level of theory: the ωB97M-V functional and the def2-TZVPD basis

Cartesian coordinates (Å):
C1 0.181 0.493 1.118
C2 -0.479 0.376 2.196
C3 0.091 -0.371 -1.646
S1 0.487 -1.001 0.071
S2 1.277 0.666 -2.317
Cl1 -1.475 -0.208 3.337
H1 0.893 1.235 0.935
H2 -0.036 -1.334 -2.128
H3 -0.940 0.145 -1.567

Atoms 1-6, force components in eV/Å:
C 0.5575 -2.5168 -1.2289
C -0.7596 1.0915 1.4847
C -2.5263 -0.5489 1.6187
S -0.2562 0.8768 -0.2653
S 0.9496 0.7885 -0.3652
Cl -0.1638 -0.4476 -0.1138

The value obtained for the electronic energy is -37347.7296 eV. Its spin multiplicity is 3. The calculation puts the HOMO energy (alpha / beta) at -8.075 / -8.934 eV. The charge is 0. Its energy relative to the best compared isomer or geometry (same formula, charge and spin) is 0.00 kcal per mole.